Record 1
{"formula": "CH6NO", "method": "ωB97M-V with the def2-TZVPD basis set", "symbols": ["C", "N", "H", "H", "H", "H", "H", "H", "O"], "coordinates": [[0.3358, -0.5384, -1.1689], [1.4447, -0.3600, -0.5857], [0.2062, -0.6519, -2.2302], [-0.5610, -0.5704, -0.5549], [1.4673, -0.3245, 0.4290], [2.3405, -0.1456, -1.0150], [-2.3518, 0.8080, 1.8877], [-1.0736, 1.4861, 1.5788], [-1.5293, 0.6527, 1.4007]], "forces_ev_per_a": [[-0.80, -0.07, 0.24], [0.35, 0.40, 0.50], [0.46, 0.22, -0.40], [0.05, -0.20, 0.18], [-0.13, 0.10, 0.11], [-0.11, -0.42, -0.49], [-0.04, -0.46, -0.19], [0.14, -0.09, -0.12], [0.07, 0.52, 0.16]], "lowdin_charge": [0.180, 0.215, 0.129, 0.108, 0.161, 0.168, 0.059, 0.045, -0.066], "relative_energy_ev": 0.5221, "spin_multiplicity": 1, "charge": 1, "orbital_gap_ev": 9.90}


Record 2
{"formula": "C2H5OP", "method": "ωB97M-V with the def2-TZVPD basis set", "symbols": ["C", "C", "O", "P", "H", "H", "H", "H", "H"], "coordinates": [[-0.4254, -0.3317, 0.6789], [-0.2570, -0.4792, -0.7793], [1.7942, 0.9288, -0.2012], [1.3530, -0.6034, 0.1664], [-0.5892, 0.7274, 0.9041], [-0.4821, 0.4692, -1.1961], [-0.6405, -1.3764, -1.2989], [2.2801, 1.2431, 0.5859], [-0.8651, -0.9244, 1.4621]], "forces_ev_per_a": [[0.66, 1.49, 1.28], [-0.29, -2.30, 0.18], [1.09, 1.00, 1.11], [-1.76, -0.53, -0.91], [0.08, -0.30, 0.24], [0.28, 0.44, -1.08], [0.26, 0.68, 0.27], [-0.10, 0.30, -0.68], [-0.22, -0.77, -0.41]], "lowdin_charge": [-0.390, -0.363, -0.388, 0.854, 0.066, 0.056, 0.070, 0.042, 0.052], "relative_energy_ev": 0.4342, "smiles": "OP1CC1", "spin_multiplicity": 1, "orbital_gap_ev": 9.98}


Record 3
{"formula": "C30H37BF3N7O4", "method": "ωB97M-V with the def2-TZVPD basis set", "symbols": ["C", "C", "O", "B", "O", "C", "N", "N", "C", "O", "C", "N", "C", "C", "C", "O", "C", "C", "F", "F", "F", "H", "H", "H", "H", "H", "H", "H", "H", "H", "H", "H", "H", "H", "H", "H", "H", "H", "N", "C", "C", "C", "C", "C", "H", "H", "H", "H", "H", "N", "C", "C", "C", "C", "C", "H", "H", "H", "H", "H", "N", "C", "C", "C", "C", "C", "H", "H", "H", "H", "H", "N", "C", "C", "C", "C", "C", "H", "H", "H", "H", "H"], "coordinates": [[-0.7475, -0.4404, -1.4895], [-0.7426, -1.8107, -0.6053], [-2.0816, -1.9915, -0.0239], [-2.0079, -2.5885, 1.2791], [-2.5969, -3.9065, 1.4400], [-1.2807, -1.9599, 2.5937], [-0.0239, -2.7706, 2.6804], [-1.9243, -2.2231, 3.9391], [-1.2994, -1.2898, 4.9025], [-1.3293, -1.4699, 6.1520], [-0.5913, -0.0208, 4.1471], [0.8568, 0.0484, 4.4935], [1.7766, -0.0987, 3.3288], [1.0626, 1.4616, 4.9718], [1.2921, 2.7153, 4.0075], [1.0391, 1.6488, 6.2195], [-1.0926, -0.3433, 2.6760], [-2.4287, 0.5085, 2.3294], [-2.5421, 0.7462, 0.9209], [-3.6097, -0.0804, 2.8308], [-2.3812, 1.8260, 2.9062], [-0.0539, 0.2885, -0.9282], [-0.4481, -0.5968, -2.5758], [-1.8274, -0.0600, -1.4655], [0.0779, -1.8073, 0.2053], [-0.5076, -2.7099, -1.2926], [-2.8366, -4.2381, 0.5387], [0.0899, -3.2373, 3.5857], [0.1004, -3.4098, 1.8867], [-1.9744, -3.2068, 4.2291], [-1.0404, 0.8451, 4.7418], [1.9739, -1.2075, 3.0781], [1.5032, 0.5076, 2.4026], [2.8048, 0.3033, 3.6737], [2.4076, 2.9639, 4.0138], [0.9784, 2.5167, 2.9130], [0.6360, 3.6016, 4.3420], [-0.4569, -0.1052, 1.7621], [-2.2256, 5.7115, 0.4497], [-3.2080, 6.1266, -0.3662], [-4.4304, 5.4863, -0.4895], [-4.6541, 4.3470, 0.2703], [-3.6555, 3.8947, 1.1204], [-2.4695, 4.6078, 1.1745], [-2.9846, 7.0191, -0.9416], [-5.1879, 5.8680, -1.1625], [-5.5976, 3.8168, 0.2007], [-3.7952, 3.0110, 1.7261], [-1.6599, 4.2955, 1.8271], [0.5412, -2.8780, -4.1586], [-0.6083, -3.5731, -4.2216], [-0.6799, -4.9142, -4.5631], [0.5000, -5.5800, -4.8619], [1.7000, -4.8869, -4.8074], [1.6674, -3.5482, -4.4517], [-1.5037, -3.0075, -3.9831], [-1.6343, -5.4250, -4.5956], [0.4845, -6.6296, -5.1350], [2.6396, -5.3756, -5.0354], [2.5805, -2.9646, -4.3915], [-0.3893, 7.6860, 5.4017], [0.3275, 8.7868, 5.1266], [0.5151, 9.2856, 3.8473], [-0.0678, 8.6073, 2.7864], [-0.8127, 7.4652, 3.0418], [-0.9438, 7.0500, 4.3575], [0.7658, 9.2800, 5.9882], [1.1021, 10.1810, 3.6846], [0.0570, 8.9654, 1.7703], [-1.2812, 6.9106, 2.2377], [-1.5197, 6.1645, 4.6089], [4.1631, -6.8713, -6.6045], [5.5047, -6.8561, -6.5505], [6.3205, -6.7471, -7.6649], [5.7193, -6.6519, -8.9114], [4.3348, -6.6669, -8.9968], [3.6074, -6.7759, -7.8229], [5.9278, -6.9365, -5.5545], [7.3982, -6.7375, -7.5610], [6.3239, -6.5664, -9.8076], [3.8323, -6.5950, -9.9532], [2.5221, -6.7883, -7.8379]], "forces_ev_per_a": [[-0.21, -0.50, 1.20], [0.51, 0.35, -1.43], [1.65, -1.13, 1.88], [-2.00, -1.33, -1.01], [1.07, 2.35, -1.21], [-0.40, -0.75, 1.82], [0.24, 0.75, -0.92], [1.42, 2.51, 0.32], [-0.38, -1.82, 2.82], [0.12, 0.78, -4.86], [-1.68, -1.62, 1.33], [0.25, 2.25, -1.83], [1.92, -0.68, -0.15], [-0.07, 0.80, 4.33], [-0.52, -0.38, -0.74], [0.06, -0.54, -4.89], [-0.25, 0.52, -1.49], [-0.50, 0.60, 0.09], [-0.08, -0.75, 3.40], [2.45, 1.40, -1.55], [0.07, -2.94, -1.11], [-1.14, -0.82, -1.27], [-0.10, 0.09, 1.58], [1.64, -0.41, 0.02], [-1.23, 0.21, -1.11], [-0.48, 1.33, 1.11], [0.14, 0.44, 1.09], [-0.14, 0.26, -0.72], [0.06, 0.26, 0.78], [-0.09, 0.73, -0.06], [-0.02, -0.99, -1.54], [-0.71, 1.85, 0.27], [0.20, -0.95, 1.09], [-1.59, -0.60, -0.51], [-1.64, -0.16, 0.09], [0.59, 0.10, 1.74], [1.32, -1.47, -0.11], [-0.31, 0.10, 1.60], [-0.62, -0.33, -0.08], [0.48, -0.04, 0.27], [0.00, -0.12, 0.07], [-0.04, 0.01, -0.02], [-0.20, 0.05, -0.11], [0.22, 0.43, -0.25], [-0.07, -0.02, 0.00], [0.06, 0.01, 0.02], [0.06, 0.03, 0.01], [-0.01, 0.16, -0.08], [-0.06, -0.06, 0.02], [-0.11, -0.65, -0.12], [0.47, 0.42, 0.07], [0.08, -0.02, -0.02], [0.00, -0.08, -0.03], [-0.02, -0.07, 0.00], [-0.42, 0.42, 0.16], [-0.02, -0.06, -0.01], [0.03, 0.05, 0.00], [0.02, 0.06, 0.02], [-0.04, -0.01, -0.02], [0.00, -0.07, -0.03], [0.09, 0.21, -0.57], [-0.28, -0.45, 0.26], [-0.06, -0.08, -0.11], [0.02, 0.04, -0.04], [0.02, 0.03, -0.04], [0.23, 0.23, 0.52], [0.01, 0.03, -0.06], [-0.02, -0.04, 0.04], [-0.02, -0.04, 0.05], [0.06, 0.07, 0.02], [-0.01, 0.01, -0.06], [0.36, 0.09, -0.54], [-0.54, -0.02, 0.15], [-0.07, 0.00, -0.11], [0.05, 0.01, -0.08], [0.13, -0.01, 0.02], [0.07, -0.05, 0.55], [0.04, 0.01, -0.05], [-0.06, -0.01, 0.02], [-0.04, 0.00, 0.06], [0.00, 0.00, 0.07], [0.03, 0.01, -0.07]], "lowdin_charge": [-0.059, -0.201, -0.008, -0.459, 0.109, -0.313, 0.098, 0.112, -0.282, 0.038, -0.138, -0.068, -0.109, -0.388, -0.015, 0.061, -0.038, -0.316, 0.058, 0.097, 0.033, 0.079, 0.064, 0.081, 0.114, 0.120, 0.119, 0.105, 0.086, 0.144, 0.167, 0.093, 0.077, 0.112, 0.098, 0.077, 0.097, 0.139, 0.042, -0.148, -0.074, -0.069, -0.068, -0.149, 0.102, 0.101, 0.108, 0.081, 0.098, 0.050, -0.167, -0.077, -0.078, -0.072, -0.148, 0.101, 0.101, 0.106, 0.079, 0.103, 0.051, -0.160, -0.082, -0.079, -0.072, -0.157, 0.100, 0.098, 0.105, 0.062, 0.099, 0.046, -0.150, -0.075, -0.079, -0.074, -0.153, 0.103, 0.102, 0.106, 0.102, 0.101], "smiles": "CCOB(O)[C@]1(N)NC(=O)[C@@H](N(C)C(C)=O)[C@@H]1C(F)(F)F.c1ccncc1.c1ccncc1.c1ccncc1.c1ccncc1", "spin_multiplicity": 1, "orbital_gap_ev": 9.52}


Record 4
{"formula": "C2H8N", "method": "ωB97M-V with the def2-TZVPD basis set", "symbols": ["C", "C", "N", "H", "H", "H", "H", "H", "H", "H", "H"], "coordinates": [[-0.1156, 1.0852, -0.6644], [-0.4596, -0.3816, -0.2492], [0.5942, -0.7900, 0.8769], [0.0165, 0.9439, -1.6708], [-1.1464, 1.6831, -0.6837], [0.6718, 1.6278, -0.0388], [-1.5243, -0.3218, 0.0639], [-0.3665, -1.0302, -1.1134], [0.1570, -1.4873, 1.6491], [0.8715, 0.0405, 1.3990], [1.3015, -1.3694, 0.4314]], "forces_ev_per_a": [[-2.69, 0.90, 2.19], [0.34, 1.68, 1.33], [-3.82, -1.42, -0.23], [1.56, 0.67, -2.57], [2.26, -0.89, 0.57], [-1.16, -0.80, -1.38], [1.06, -0.94, 0.57], [0.20, -0.31, 0.39], [0.27, 0.76, -0.83], [0.74, 0.28, 0.13], [1.22, 0.07, -0.18]], "lowdin_spin": [0.049, 0.140, 0.277, 0.003, 0.004, 0.021, 0.028, 0.029, 0.208, 0.109, 0.133], "relative_energy_ev": 1.7717, "spin_multiplicity": 2, "orbital_gap_ev": [4.81, 13.17]}


Record 5
{"formula": "C6H37NO11S", "method": "ωB97M-V with the def2-TZVPD basis set", "symbols": ["C", "C", "S", "C", "N", "C", "C", "C", "H", "H", "H", "H", "H", "H", "H", "H", "H", "H", "H", "H", "H", "H", "H", "H", "H", "O", "H", "H", "O", "H", "H", "O", "H", "H", "O", "H", "H", "O", "H", "H", "O", "H", "H", "O", "H", "H", "O", "H", "H", "O", "H", "H", "O", "H", "H", "O"], "coordinates": [[0.0779, 0.0939, 2.5765], [0.1141, -1.4227, 2.7957], [0.2892, -1.9526, 4.5115], [-0.4087, 0.4511, 1.1900], [0.2430, 1.6473, 0.7322], [0.4085, 3.7942, -0.4870], [-0.3981, 2.5314, -0.2645], [-0.5248, 1.7126, -1.5873], [-0.4715, 0.5903, 3.3577], [1.0548, 0.4841, 2.8402], [0.9564, -1.8474, 2.2537], [-0.8370, -1.8751, 2.5031], [-0.6952, -1.1967, 5.0263], [-0.3835, -0.3226, 0.4248], [-1.4734, 0.6662, 1.2739], [1.1751, 1.3777, 0.3792], [-0.1417, 4.6995, -0.3119], [1.1823, 3.8348, 0.2901], [1.0162, 3.7616, -1.3816], [-1.3996, 2.6444, 0.1191], [-1.4332, 2.1215, -2.0599], [-0.7078, 0.6443, -1.6437], [0.3250, 1.9299, -2.2023], [-3.5970, 0.9343, 0.7514], [-4.5041, 0.7762, 1.9109], [-4.5219, 1.0767, 0.9926], [1.0114, -3.9085, -3.0688], [2.4500, -3.3645, -2.8641], [1.5451, -3.1092, -3.1396], [4.0145, -2.1967, 0.0413], [3.4625, -1.6972, -1.3027], [3.9926, -2.4019, -0.8931], [3.9029, 1.7612, -2.6596], [3.2089, 0.6994, -3.5111], [3.7554, 0.8097, -2.7236], [-1.8865, 1.6399, 4.2425], [-2.4808, 2.9467, 3.7847], [-2.4192, 2.0209, 3.5422], [0.3878, 3.0711, 2.2923], [0.8103, 4.4085, 2.8920], [0.0680, 3.7777, 2.8580], [0.0983, -0.2616, -4.4811], [0.8412, -1.5783, -4.4376], [0.9847, -0.6189, -4.3813], [-3.3323, -2.1458, -1.5649], [-2.5379, -1.2626, -0.5458], [-2.4529, -1.8956, -1.2553], [-1.7485, -3.7803, -1.4777], [-0.8792, -3.5405, -2.6271], [-1.1008, -4.2539, -2.0197], [2.7795, 0.2904, -1.3074], [1.3432, -0.3967, -1.3474], [2.1098, -0.2355, -0.7884], [-1.1012, -3.6034, 0.2607], [-0.6974, -4.4139, 1.3889], [-1.4743, -3.9156, 1.1030]], "forces_ev_per_a": [[1.13, -1.05, 0.99], [-0.85, 0.18, 0.27], [0.50, 0.25, 0.36], [-1.59, 1.15, 0.95], [0.31, -1.25, -2.89], [1.10, -0.29, 1.24], [-0.25, -1.09, 0.70], [-0.93, 0.49, -0.67], [-0.90, 0.05, -0.16], [0.68, 0.05, -0.63], [-0.16, -0.22, -0.11], [0.27, 0.02, -0.63], [-0.04, -0.11, -0.12], [0.90, -0.32, 0.03], [-0.18, 0.25, 0.05], [0.59, 0.21, 0.68], [-0.41, 0.33, -0.50], [-0.12, 0.02, 0.09], [-0.48, 0.26, -0.53], [-0.33, 0.64, 0.13], [0.45, 0.16, -0.05], [0.10, -0.24, 0.87], [0.43, 0.02, -0.40], [-0.25, 0.22, -0.18], [-0.36, 0.19, 0.09], [0.63, -0.35, 0.12], [0.31, -0.18, 0.16], [-0.72, 0.12, -0.15], [0.47, -0.10, 0.08], [-0.05, 0.09, 0.16], [0.23, -0.35, 0.50], [-0.10, -0.01, -0.68], [0.23, -0.08, -0.12], [-0.06, -0.23, -0.16], [-0.22, 0.37, 0.25], [-0.03, -0.01, 0.26], [-0.05, 0.30, -0.06], [-0.02, -0.29, -0.26], [0.07, -0.10, 0.14], [-0.43, -0.26, 0.11], [0.39, 0.48, 0.01], [-0.03, 0.19, -0.20], [0.52, 0.11, 0.25], [-0.32, -0.03, 0.14], [-0.07, 0.30, 0.27], [-0.55, 0.00, 0.26], [0.41, -0.18, -0.48], [-0.07, -0.41, -0.01], [0.12, -0.03, -0.19], [-0.11, 0.41, 0.06], [-0.73, -0.59, -0.18], [0.33, -0.12, -0.54], [0.15, 1.00, 0.59], [-0.49, 0.06, 0.09], [-0.31, -0.32, 0.52], [0.91, 0.27, -0.55]], "lowdin_spin": [0.028, 0.005, 0.019, 0.066, 0.635, 0.007, 0.060, 0.076, 0.001, 0.002, 0.000, 0.002, 0.000, 0.031, 0.002, 0.013, 0.001, 0.000, 0.000, 0.003, 0.010, 0.002, 0.002, 0.000, 0.000, 0.000, 0.000, 0.000, 0.000, 0.000, 0.000, 0.000, 0.000, 0.000, 0.000, 0.000, 0.000, 0.001, 0.006, 0.000, 0.023, 0.000, 0.000, 0.000, 0.000, 0.000, 0.001, 0.000, 0.000, 0.000, 0.000, 0.000, 0.006, 0.000, 0.000, 0.000], "relative_energy_ev": 0.0000, "spin_multiplicity": 2, "charge": 1, "orbital_gap_ev": [9.20, 4.12]}